{
  "formula": "C22H20BrFN4O4Pt",
  "method": "wB97M-V/def2-TZVPD",
  "total_charge": 0,
  "e_lumo_ev": -0.275,
  "orbital_gap_ev": 7.62,
  "e_above_lowest_ev": 0.647,
  "species": ["Pt", "Br", "C", "C", "C", "C", "C", "C", "C", "C", "C", "C", "H", "H", "H", "H", "H", "H", "N", "C", "N", "C", "C", "C", "C", "C", "H", "H", "H", "H", "H", "H", "H", "H", "H", "H", "F", "C", "C", "N", "C", "C", "O", "O", "C", "O", "N", "C", "O", "H", "H", "H", "H"],
  "xyz": [[0.1359, -0.0953, -0.2872], [0.4728, -0.1104, 2.7777], [0.2338, 1.7688, 2.6001], [0.2353, 2.4326, 3.7931], [0.0856, 3.8319, 3.8397], [-0.0578, 4.5242, 2.6805], [-0.0679, 3.8600, 1.4282], [-0.2265, 4.6365, 0.2548], [-0.2362, 4.0458, -0.9686], [-0.0959, 2.6470, -1.0674], [0.0450, 1.8525, 0.0392], [0.0728, 2.4417, 1.3450], [0.3512, 1.8720, 4.7097], [0.0884, 4.3385, 4.7956], [-0.1703, 5.6015, 2.6890], [-0.3434, 5.7081, 0.3592], [-0.3674, 4.6367, -1.8662], [-0.1182, 2.1916, -2.0489], [2.1122, 0.0368, -0.4238], [3.2613, 0.0733, -0.3788], [4.5656, 0.1064, -0.3169], [5.3288, -1.1259, -0.0637], [6.2101, -1.4414, -1.2641], [6.9679, -0.1856, -1.7588], [6.7652, 1.0143, -0.8353], [5.2876, 1.3417, -0.6836], [4.6191, -1.9246, 0.1431], [5.9234, -0.9788, 0.8396], [5.5839, -1.8392, -2.0637], [6.9035, -2.2354, -0.9834], [6.6162, 0.0839, -2.7572], [8.0324, -0.3974, -1.8546], [7.2684, 1.8958, -1.2335], [7.2068, 0.8224, 0.1451], [4.8868, 1.7112, -1.6305], [5.1195, 2.1046, 0.0784], [2.1151, -2.6226, -0.9563], [0.8369, -2.7118, -0.6013], [-0.1549, -2.1901, -1.3546], [-1.4824, -2.5024, -1.0762], [-2.5231, -1.6838, -1.6815], [-2.7750, -0.3918, -0.8965], [-3.8326, 0.1715, -1.0623], [-1.8649, 0.0032, -0.0398], [-1.8434, -3.2883, -0.0064], [-2.9794, -3.5703, 0.2812], [-0.7774, -3.7382, 0.7831], [0.5662, -3.5511, 0.5949], [1.4334, -4.0355, 1.2795], [0.0618, -1.8384, -2.3557], [-3.4502, -2.2474, -1.6875], [-2.2372, -1.4613, -2.7097], [-1.0519, -4.3242, 1.5598]],
  "atomic_forces_ev_per_a": [[0.33, -0.27, 0.15], [0.02, -0.11, -0.04], [-0.05, 0.12, -0.09], [-0.01, 0.07, -0.01], [0.02, -0.08, 0.05], [0.00, 0.00, -0.07], [-0.01, 0.09, 0.05], [0.01, -0.03, 0.02], [-0.02, -0.01, -0.04], [0.01, 0.03, -0.01], [-0.02, 0.23, 0.18], [0.04, 0.00, 0.02], [0.01, 0.00, 0.01], [0.00, -0.01, 0.00], [-0.01, 0.00, -0.01], [0.00, 0.00, 0.00], [0.01, -0.01, 0.00], [-0.02, 0.00, 0.00], [-0.05, -0.01, -0.02], [0.07, 0.05, 0.09], [-0.09, 0.04, -0.05], [-0.02, 0.03, 0.05], [0.01, 0.00, -0.01], [-0.02, -0.01, -0.01], [0.01, 0.03, 0.01], [-0.01, -0.06, -0.01], [-0.01, 0.00, -0.02], [0.00, -0.02, 0.00], [0.00, -0.01, 0.00], [0.01, 0.01, 0.01], [0.00, 0.00, 0.00], [0.00, 0.00, 0.00], [0.01, -0.01, 0.00], [0.00, 0.00, 0.00], [0.00, 0.00, 0.00], [0.01, 0.00, 0.01], [0.01, -0.16, -0.20], [-0.08, 0.40, 0.73], [-0.25, -0.67, -0.52], [0.06, -0.12, -0.27], [0.08, -0.06, 0.03], [0.05, 0.42, 0.34], [0.02, -0.06, -0.11], [-0.13, -0.41, -0.28], [0.17, 0.10, 0.42], [-0.05, 0.03, -0.10], [-0.19, -0.22, -0.01], [0.27, 0.43, -0.43], [-0.06, -0.04, 0.11], [-0.10, 0.19, 0.04], [0.00, 0.00, -0.03], [-0.02, 0.07, 0.01], [-0.02, 0.03, 0.01]],
  "nbo_charge": [0.706, 0.051, -0.065, -0.245, -0.208, -0.182, -0.062, -0.193, -0.200, -0.268, -0.093, -0.050, 0.226, 0.217, 0.211, 0.209, 0.213, 0.215, -0.452, 0.592, -0.464, -0.201, -0.415, -0.405, -0.414, -0.196, 0.238, 0.199, 0.214, 0.220, 0.206, 0.221, 0.231, 0.206, 0.202, 0.211, -0.299, 0.288, -0.136, -0.419, -0.337, 0.772, -0.606, -0.753, 0.798, -0.590, -0.626, 0.603, -0.558, 0.263, 0.267, 0.220, 0.437]
}

{
  "formula": "C56H51As2BrN7NaO2SSi",
  "method": "wB97M-V/def2-TZVPD",
  "total_charge": -2,
  "e_lumo_ev": [3.120, 3.597],
  "orbital_gap_ev": [4.04, 4.52],
  "species": ["Na", "N", "C", "S", "N", "N", "C", "C", "C", "C", "C", "C", "C", "C", "C", "C", "C", "C", "N", "H", "H", "H", "H", "H", "H", "H", "H", "H", "H", "H", "C", "C", "As", "C", "C", "C", "C", "C", "C", "C", "C", "C", "C", "C", "C", "As", "C", "C", "C", "C", "C", "C", "C", "C", "C", "C", "C", "C", "H", "H", "H", "H", "H", "H", "H", "H", "H", "H", "H", "H", "H", "H", "H", "H", "H", "H", "H", "H", "H", "H", "H", "H", "Br", "C", "C", "C", "C", "C", "N", "C", "O", "O", "H", "H", "H", "C", "Si", "C", "C", "C", "C", "H", "H", "H", "H", "H", "H", "H", "H", "H", "N", "C", "C", "C", "C", "N", "C", "C", "H", "H", "H", "H"],
  "xyz": [[1.3529, -0.3081, -0.5998], [2.8361, -4.2341, -3.3474], [2.5399, -3.2745, -2.3603], [3.8166, -2.1866, -1.9807], [1.3368, -3.4105, -1.9017], [0.7821, -2.4228, -1.0748], [-0.2684, -2.8994, -0.4677], [-0.5101, -4.3806, -0.4499], [0.4145, -5.2139, 0.1765], [0.2195, -6.5813, 0.2130], [-0.9012, -7.1463, -0.3881], [-1.8216, -6.3248, -1.0172], [-1.6269, -4.9493, -1.0431], [-1.2861, -2.1169, 0.1620], [-2.5162, -2.6127, 0.6047], [-3.6468, -1.8216, 0.5807], [-3.5414, -0.5932, -0.1397], [-2.3395, -0.0611, -0.4293], [-1.1795, -0.6481, 0.2479], [3.8234, -4.4448, -3.3788], [2.2294, -5.0399, -3.2747], [1.2940, -4.7705, 0.6217], [0.9544, -7.2141, 0.6946], [-1.0551, -8.2181, -0.3590], [-2.6997, -6.7520, -1.4889], [-2.3452, -4.3039, -1.5333], [-2.6020, -3.6572, 0.8824], [-4.6053, -2.2024, 0.8971], [-4.4290, -0.1178, -0.5422], [-2.1581, 0.8220, -1.0198], [0.5032, 1.7440, -3.7175], [-0.1875, 2.1827, -2.5073], [-0.2547, 3.5520, 1.0956], [-2.0608, 3.8841, 0.4298], [-2.2490, 4.5328, -0.7880], [-3.5251, 4.6982, -1.3092], [-4.6228, 4.2003, -0.6253], [-4.4438, 3.5347, 0.5812], [-3.1725, 3.3789, 1.1052], [-0.5866, 4.2637, 2.8901], [-1.1706, 5.5235, 3.0403], [-1.2801, 6.1101, 4.2899], [-0.7958, 5.4521, 5.4141], [-0.2191, 4.1992, 5.2767], [-0.1202, 3.6107, 4.0241], [0.9002, -0.2442, -3.7222], [-0.9470, -0.9055, -3.8891], [-1.1396, -2.2799, -3.7630], [-2.4019, -2.8289, -3.9432], [-3.4892, -2.0147, -4.2166], [-3.3111, -0.6431, -4.3133], [-2.0455, -0.0957, -4.1575], [1.3372, -0.3480, -5.6484], [2.1693, 0.6115, -6.2233], [2.5282, 0.5400, -7.5622], [2.0742, -0.5075, -8.3496], [1.2659, -1.4819, -7.7814], [0.9023, -1.4027, -6.4457], [1.5153, 2.1461, -3.7533], [-0.0330, 1.9562, -4.6438], [0.3830, 2.3302, -1.6008], [-1.2609, 2.2787, -2.4738], [-1.3901, 4.8990, -1.3422], [-3.6578, 5.2068, -2.2556], [-5.6177, 4.3157, -1.0389], [-5.2941, 3.1206, 1.1070], [-3.0347, 2.8345, 2.0327], [-1.5525, 6.0444, 2.1688], [-1.7444, 7.0857, 4.3874], [-0.8700, 5.9148, 6.3902], [0.1504, 3.6692, 6.1469], [0.3093, 2.6215, 3.9273], [-0.3054, -2.9166, -3.4800], [-2.5335, -3.8988, -3.8498], [-4.4761, -2.4455, -4.3387], [-4.1584, 0.0052, -4.4974], [-1.9254, 0.9762, -4.2449], [2.5578, 1.4261, -5.6231], [3.1680, 1.3044, -7.9861], [2.3555, -0.5688, -9.3944], [0.9166, -2.3157, -8.3795], [0.2633, -2.1723, -6.0244], [2.5072, -2.5575, 2.5000], [3.8081, -1.4689, 1.6080], [5.1481, -1.7052, 1.8601], [6.0524, -0.9054, 1.1837], [5.5852, 0.0691, 0.3186], [4.2156, 0.2003, 0.1351], [3.3388, -0.5688, 0.7921], [3.6969, 1.2924, -0.8297], [4.4582, 2.2538, -0.9681], [2.5778, 1.1045, -1.3507], [5.4561, -2.4831, 2.5440], [7.1166, -1.0500, 1.3322], [6.2402, 0.7241, -0.2357], [-2.8935, -1.6433, 4.5177], [-1.8447, -0.0972, 4.4127], [-0.4013, -0.3064, 5.6012], [-2.9048, 1.3425, 4.9766], [-1.2847, 0.0898, 2.7055], [-1.1981, -0.2684, 1.5448], [-3.2616, -1.8147, 5.5302], [-2.3268, -2.5167, 4.1982], [-3.7411, -1.5508, 3.8399], [-0.7587, -0.5299, 6.6081], [0.2104, 0.5880, 5.6573], [0.2378, -1.1277, 5.2778], [-3.1202, 1.2293, 6.0415], [-3.8518, 1.3444, 4.4380], [-2.4293, 2.3150, 4.8300], [5.6333, 2.2157, 6.0259], [4.8594, 2.0845, 5.1801], [3.8860, 1.9267, 4.1268], [2.8887, 0.9615, 4.2365], [1.9705, 0.8652, 3.2031], [2.0040, 1.6452, 2.1243], [2.9721, 2.5541, 2.0246], [3.9395, 2.7408, 3.0001], [2.8364, 0.2952, 5.0867], [1.1758, 0.1317, 3.2332], [2.9977, 3.1369, 1.1114], [4.7137, 3.4838, 2.8762]],
  "atomic_forces_ev_per_a": [[-0.59, -0.70, 0.47], [0.12, -0.08, -0.13], [0.22, 0.01, 0.06], [-0.08, 0.00, 0.03], [-0.10, 0.20, -0.16], [-0.18, -0.77, -0.02], [-0.23, 0.07, 0.03], [0.06, 0.00, -0.09], [-0.07, 0.06, 0.05], [-0.01, -0.08, -0.02], [0.01, -0.02, 0.04], [-0.05, -0.02, -0.02], [-0.04, -0.01, -0.12], [0.27, 0.02, 0.14], [-0.04, -0.22, 0.09], [-0.01, 0.16, 0.03], [-0.17, 0.07, 0.00], [0.11, 0.12, 0.00], [-0.03, -0.14, 0.04], [-0.12, 0.00, 0.01], [0.03, -0.05, 0.00], [0.08, 0.04, 0.00], [0.01, -0.03, 0.04], [0.01, -0.04, -0.01], [0.00, 0.00, 0.00], [0.01, -0.02, 0.02], [-0.02, 0.03, -0.04], [-0.09, -0.04, 0.02], [-0.05, 0.03, -0.02], [0.01, -0.03, -0.16], [0.08, -0.16, -0.05], [0.11, 0.01, -0.04], [-0.21, 0.02, -0.10], [0.10, -0.07, 0.05], [0.09, 0.01, -0.05], [-0.01, 0.01, -0.01], [-0.08, 0.00, -0.01], [-0.02, 0.02, -0.02], [0.03, -0.01, 0.05], [0.06, 0.10, -0.22], [-0.11, -0.02, -0.02], [-0.03, 0.06, 0.04], [0.00, 0.01, 0.01], [-0.01, 0.00, 0.09], [0.10, -0.15, 0.03], [-0.18, -0.10, 0.00], [0.10, 0.06, -0.20], [0.00, 0.03, 0.13], [0.01, -0.02, 0.02], [-0.08, -0.01, -0.02], [0.04, 0.02, 0.04], [-0.03, -0.01, -0.05], [-0.02, 0.10, 0.09], [0.04, 0.03, 0.05], [-0.02, -0.02, 0.00], [0.01, 0.00, -0.03], [0.01, -0.04, -0.05], [-0.11, -0.07, 0.04], [0.02, 0.10, -0.01], [0.01, 0.08, 0.01], [0.02, -0.01, 0.01], [-0.09, -0.02, 0.00], [-0.04, -0.02, 0.04], [-0.01, 0.01, -0.04], [0.00, 0.00, 0.00], [-0.04, -0.02, 0.01], [0.01, 0.00, 0.01], [0.01, -0.01, 0.01], [0.03, -0.02, 0.01], [-0.01, 0.00, 0.02], [-0.01, 0.01, 0.00], [0.02, 0.02, 0.01], [0.04, -0.03, -0.05], [-0.01, -0.06, 0.01], [-0.01, 0.00, 0.01], [-0.04, 0.03, -0.03], [0.00, 0.01, -0.02], [-0.03, -0.01, 0.02], [0.03, 0.01, -0.01], [0.00, 0.00, 0.00], [0.00, 0.01, -0.01], [0.05, 0.06, -0.01], [0.00, 0.01, 0.01], [0.01, -0.18, 0.08], [-0.02, -0.07, 0.07], [0.06, 0.03, -0.03], [-0.05, -0.10, 0.03], [0.13, 0.19, -0.04], [0.04, 0.19, -0.15], [-0.03, -0.27, 0.14], [0.42, 0.49, -0.05], [0.41, 0.97, -0.20], [-0.01, 0.02, -0.03], [-0.01, 0.00, -0.01], [0.00, 0.02, 0.03], [0.01, 0.04, 0.01], [-0.08, -0.12, -0.06], [-0.12, 0.00, -0.06], [0.11, 0.10, 0.03], [0.24, 0.05, 0.07], [-0.02, 0.13, 0.06], [-0.05, -0.03, 0.11], [0.07, -0.07, -0.03], [-0.07, 0.00, -0.06], [-0.05, -0.02, 0.05], [0.15, 0.24, 0.01], [0.06, -0.09, -0.04], [-0.06, 0.03, 0.07], [-0.09, -0.01, -0.06], [0.02, -0.06, -0.01], [-0.36, -0.06, -0.38], [0.33, 0.04, 0.34], [0.07, 0.03, 0.07], [0.05, 0.06, -0.09], [0.14, 0.06, -0.06], [0.03, 0.10, 0.13], [-0.06, -0.12, -0.01], [-0.07, -0.12, 0.06], [0.01, 0.03, 0.01], [-0.04, -0.01, -0.02], [-0.04, 0.03, -0.03], [0.02, 0.00, 0.01]],
  "mulliken_charge": [1.056, -0.606, -0.027, -0.357, -0.919, 1.382, -0.223, -0.626, -0.165, -0.811, -0.563, -1.136, 0.251, -0.341, -0.783, -1.391, -0.703, 0.237, 0.776, 0.230, 0.219, 0.430, 0.408, 0.341, 0.391, 0.921, 0.581, 0.429, 0.489, 0.209, -1.260, -1.186, 0.203, 0.076, -0.372, -0.485, -0.454, -0.459, -0.199, 0.039, -0.454, -0.545, -0.491, -0.652, -0.171, 0.642, 1.034, -0.220, -0.688, -0.839, -0.729, -0.439, 0.323, -0.403, -0.694, -0.385, -0.620, -0.366, 0.501, 0.727, 0.389, 0.534, 0.336, 0.399, 0.354, 0.403, 0.352, 0.391, 0.378, 0.367, 0.408, 0.572, 0.306, 0.496, 0.349, 0.374, 0.186, 0.312, 0.376, 0.340, 0.377, 0.287, -0.152, -0.124, -0.685, -0.642, -0.686, 0.849, 0.535, -0.298, -0.880, -0.316, 0.462, 0.415, 0.520, -1.069, -0.352, -0.862, -0.908, -0.206, 0.610, 0.340, 0.254, 0.263, 0.499, 0.131, 0.253, 0.340, 0.289, 0.193, -0.600, -0.382, 0.635, -0.866, -0.414, 1.439, -0.449, -1.004, 0.582, 0.010, 0.324, 0.533]
}